# 1
Below is a structure of composition C42H46As3Br2F4O3PPt, with properties calculated with the ωB97M-V functional and the def2-TZVPD basis.

Geometry (Å):
Pt: -0.09 -0.07 -0.39
C: -1.21 0.10 4.00
As: 0.21 0.26 2.68
C: 1.32 -1.24 3.20
C: 1.18 1.80 3.47
C: 1.92 2.67 2.45
C: 0.94 3.44 1.57
C: 2.87 1.80 1.60
As: 2.23 0.92 -0.06
C: 3.57 -0.48 -0.08
C: 2.94 2.15 -1.38
C: 2.87 3.66 3.20
As: 2.08 5.06 4.30
C: 0.71 4.58 5.55
C: 1.54 6.59 3.27
H: -0.80 0.22 5.00
H: -1.66 -0.89 3.91
H: -1.98 0.85 3.81
H: 1.51 -1.23 4.27
H: 2.27 -1.23 2.66
H: 0.80 -2.16 2.93
H: 1.87 1.41 4.22
H: 0.41 2.38 3.98
H: 0.31 2.75 1.01
H: 1.45 4.09 0.85
H: 0.27 4.06 2.17
H: 3.29 1.00 2.23
H: 3.72 2.38 1.24
H: 4.56 -0.02 -0.08
H: 3.43 -1.11 -0.95
H: 3.45 -1.11 0.80
H: 3.99 2.35 -1.14
H: 2.38 3.08 -1.41
H: 2.89 1.68 -2.36
H: 3.48 4.23 2.50
H: 3.54 3.11 3.86
H: 0.99 3.67 6.08
H: -0.22 4.43 5.00
H: 0.59 5.40 6.26
H: 2.29 6.80 2.51
H: 1.42 7.44 3.93
H: 0.58 6.35 2.79
F: 2.07 4.42 -5.70
C: 1.57 3.36 -5.08
C: 1.78 2.10 -5.59
F: 2.47 1.94 -6.70
C: 1.25 0.99 -4.93
F: 1.45 -0.18 -5.53
C: 0.52 1.10 -3.76
P: -0.16 -0.32 -2.82
C: 0.75 -1.77 -3.39
C: 0.09 -2.89 -3.91
C: 0.83 -4.01 -4.25
C: 2.20 -4.03 -4.08
C: 2.86 -2.91 -3.58
C: 2.13 -1.79 -3.23
C: -1.85 -0.44 -3.46
C: -2.93 -0.67 -2.62
C: -4.21 -0.76 -3.15
C: -4.41 -0.62 -4.52
C: -3.33 -0.39 -5.36
C: -2.05 -0.30 -4.83
C: 0.29 2.41 -3.30
Br: -0.81 2.75 -1.80
C: 0.81 3.51 -3.94
F: 0.60 4.74 -3.47
H: -0.98 -2.88 -4.03
H: 0.32 -4.88 -4.64
H: 2.77 -4.91 -4.34
H: 3.94 -2.92 -3.47
H: 2.64 -0.90 -2.87
H: -2.79 -0.80 -1.56
H: -5.05 -0.94 -2.50
H: -5.41 -0.69 -4.93
H: -3.47 -0.29 -6.43
H: -1.21 -0.13 -5.50
Br: -6.37 0.34 2.16
C: -4.58 0.27 1.56
C: -3.94 1.44 1.18
C: -2.62 1.38 0.75
C: -1.97 0.16 0.65
C: -2.60 -1.00 1.09
C: -3.92 -0.95 1.53
H: -4.46 2.38 1.23
H: -2.12 2.31 0.50
H: -2.10 -1.96 1.05
H: -4.42 -1.85 1.84
O: -1.34 -5.00 -1.75
C: -0.09 -5.20 -1.31
C: 0.45 -6.48 -1.46
C: 1.74 -6.74 -1.05
C: 2.53 -5.74 -0.47
C: 2.00 -4.49 -0.31
C: 0.69 -4.19 -0.72
C: 0.16 -2.84 -0.59
O: -0.97 -2.52 -1.02
O: 0.91 -1.94 -0.03
H: -1.56 -4.06 -1.60
H: -0.17 -7.25 -1.91
H: 2.14 -7.74 -1.18
H: 3.54 -5.96 -0.16
H: 2.59 -3.70 0.13

Summary:
2S+1: 5
Molecular weight: 1285.45 g/mol
Lowest unoccupied orbital energy (spin up / spin down): -4.6 / -8.3 eV
HOMO-LUMO gap (spin up / spin down): 7.3 / 3.9 eV
Charge: +2

# 2
Below is an isolated molecule of C9H14N2O7, with properties calculated with the ωB97M-V functional and the def2-TZVPD basis.

Geometry (Å):
N: 1.84 -1.79 -0.03
C: 1.17 -1.85 1.28
C: 1.61 -0.78 2.27
C: 1.04 0.61 2.09
O: 1.48 1.54 1.36
O: 0.01 0.84 2.88
C: -0.43 -1.84 1.34
O: -0.95 -2.57 2.18
N: -1.16 -0.94 0.56
C: -0.93 -0.06 -0.54
C: -0.65 -0.73 -1.89
C: 0.05 0.23 -2.95
C: 1.09 1.07 -2.22
O: 2.21 0.70 -2.00
O: 0.70 2.28 -1.78
C: -2.21 0.77 -0.69
O: -3.23 0.48 -0.10
O: -2.18 1.71 -1.65
H: 2.17 -0.82 -0.20
H: 2.66 -2.34 0.10
H: 1.42 -2.89 1.57
H: 1.32 -1.05 3.34
H: 2.72 -0.65 2.25
H: -0.26 0.09 3.40
H: -2.14 -0.97 0.86
H: -0.09 0.62 -0.26
H: -1.62 -1.04 -2.35
H: 0.01 -1.61 -1.75
H: -0.51 0.96 -3.51
H: 0.57 -0.35 -3.77
H: 1.40 2.66 -1.13
H: -1.30 2.13 -1.52

Summary:
Molecular weight: 262.22 g/mol
Lowest unoccupied orbital energy: 0.4 eV
SMILES string: N[C@@H](CC(=O)O)C(=O)N[C@@H](CCC(=O)O)C(=O)O
HOMO-LUMO gap: 10.3 eV

# 3
Below is a structure of composition C39H91Cl4NO19P2, with properties calculated with the ωB97M-V functional and the def2-TZVPD basis.

Geometry (Å):
C: -0.43 -2.02 -5.42
C: -1.90 -1.53 -5.48
C: -2.60 -1.87 -4.18
C: -2.22 -0.81 -3.14
N: -2.84 -1.01 -1.76
C: -2.38 -2.33 -1.09
C: -2.05 -2.03 0.38
C: -2.39 -0.56 0.61
C: -2.37 0.03 -0.78
C: -4.36 -1.05 -1.81
H: -0.40 -3.11 -5.39
H: 0.11 -1.62 -4.56
H: 0.15 -1.75 -6.30
H: -2.38 -2.14 -6.25
H: -1.94 -0.48 -5.76
H: -2.27 -2.84 -3.80
H: -3.69 -1.87 -4.28
H: -2.52 0.16 -3.55
H: -1.15 -0.70 -2.96
H: -3.15 -3.09 -1.20
H: -1.43 -2.57 -1.57
H: -2.56 -2.75 1.02
H: -1.00 -2.21 0.61
H: -3.28 -0.53 1.24
H: -1.63 -0.05 1.20
H: -3.06 0.88 -0.86
H: -1.36 0.35 -1.03
H: -4.71 -1.94 -2.33
H: -4.73 -0.18 -2.35
H: -4.65 -1.14 -0.77
C: 0.92 -0.31 -0.25
C: 0.09 -1.21 -1.18
O: -0.44 -2.26 -0.76
O: -0.12 -0.72 -2.33
H: 1.92 -0.13 -0.66
H: 1.02 -0.81 0.71
H: 0.45 0.68 -0.17
Cl: 0.82 5.03 -3.74
C: 1.35 3.32 -3.74
C: 1.09 2.61 -2.43
Cl: 1.66 3.57 -1.03
H: 2.42 3.26 -3.94
H: 0.85 2.86 -4.60
H: 1.58 1.64 -2.42
H: 0.03 2.41 -2.28
Cl: 2.84 -2.65 -6.07
C: 2.61 -3.36 -4.43
C: 2.99 -2.36 -3.37
Cl: 4.73 -2.03 -3.46
H: 3.19 -4.27 -4.46
H: 1.55 -3.61 -4.39
H: 2.77 -2.65 -2.35
H: 2.51 -1.42 -3.63
C: 1.81 -6.07 6.12
O: 1.92 -4.77 5.49
P: 1.24 -4.40 4.10
O: 1.31 -5.44 3.05
O: -0.22 -3.90 4.54
C: -1.07 -3.42 3.52
O: 1.98 -3.04 3.67
C: 1.99 -2.62 2.31
H: 2.80 -6.48 6.29
H: 1.17 -6.66 5.47
H: 1.28 -6.00 7.06
H: -0.66 -3.55 2.51
H: -1.20 -2.33 3.52
H: -2.07 -3.85 3.52
H: 1.51 -3.32 1.63
H: 2.97 -2.31 1.94
H: 1.34 -1.75 2.18
C: 0.78 1.08 3.48
O: 0.41 0.31 4.61
P: -0.79 0.83 5.50
O: -2.04 0.66 4.74
O: -0.52 0.00 6.84
C: -0.98 -1.34 6.86
O: -0.43 2.35 5.91
C: -1.42 3.33 6.09
H: 0.30 0.78 2.54
H: 1.86 1.13 3.34
H: 0.42 2.11 3.45
H: -1.36 -1.70 5.90
H: -1.85 -1.40 7.51
H: -0.20 -2.08 7.06
H: -2.43 3.01 5.82
H: -1.22 4.19 5.45
H: -1.40 3.72 7.11
C: -3.30 2.16 -7.96
O: -2.47 1.24 -7.27
C: -2.37 1.46 -5.88
C: -1.27 0.64 -5.19
O: -0.01 0.86 -5.77
C: 1.13 0.08 -5.40
C: 2.28 0.47 -6.34
O: 2.03 0.11 -7.69
C: 3.11 0.51 -8.49
H: -3.41 1.76 -8.97
H: -2.82 3.15 -7.88
H: -4.28 2.22 -7.47
H: -3.37 1.37 -5.44
H: -2.04 2.50 -5.69
H: -1.55 -0.41 -5.26
H: -1.22 0.95 -4.14
H: 0.84 -0.97 -5.52
H: 1.50 0.31 -4.40
H: 3.18 -0.06 -6.01
H: 2.42 1.56 -6.34
H: 2.94 1.58 -8.69
H: 3.03 0.20 -9.53
H: 4.10 0.33 -8.07
C: 3.84 -1.96 0.26
O: 4.28 -1.87 1.60
C: 4.95 -0.70 1.93
C: 5.06 -0.58 3.45
O: 5.93 0.46 3.87
C: 6.15 0.45 5.26
C: 7.58 0.98 5.51
O: 7.81 0.94 6.91
C: 9.07 1.51 7.27
H: 3.41 -1.00 -0.06
H: 3.15 -2.79 0.24
H: 4.73 -2.06 -0.38
H: 4.39 0.19 1.62
H: 5.91 -0.55 1.42
H: 5.35 -1.55 3.86
H: 4.09 -0.26 3.84
H: 6.13 -0.55 5.70
H: 5.41 1.04 5.80
H: 7.58 2.03 5.19
H: 8.24 0.43 4.84
H: 9.85 0.88 6.84
H: 9.16 1.52 8.35
H: 9.19 2.51 6.85
C: -1.03 2.89 0.78
O: -2.21 2.38 1.35
C: -2.67 2.98 2.54
C: -4.06 2.51 2.87
O: -5.05 2.87 1.92
C: -6.34 2.89 2.50
C: -7.46 3.30 1.58
O: -7.21 4.57 1.00
C: -7.99 4.83 -0.16
H: -0.77 2.30 -0.10
H: -0.22 2.71 1.49
H: -1.09 3.93 0.46
H: -2.71 4.04 2.26
H: -2.02 2.78 3.39
H: -4.28 2.81 3.90
H: -4.12 1.41 2.96
H: -6.33 3.44 3.45
H: -6.53 1.82 2.71
H: -8.29 3.33 2.29
H: -7.72 2.55 0.83
H: -8.05 3.96 -0.82
H: -7.50 5.63 -0.71
H: -8.99 5.14 0.15

Summary:
Molecular weight: 1081.91 g/mol
Lowest unoccupied orbital energy: 0.4 eV
HOMO-LUMO gap: 7.8 eV